Entry from OMol25: a cluster of 4 separate species, C15H31ClFO9P in total in a non-equilibrium geometry (ωB97M-V with the def2-TZVPD basis set).

XYZ file:
```
58
Properties=species:S:1:pos:R:3:mulliken_charge:R:1
Cl -0.128 -4.616 1.309 -0.159
P -0.541 -6.520 0.611 0.033
F -2.720 -7.705 1.474 -0.306
O 0.228 1.415 3.114 -0.541
O -0.629 3.505 3.053 -0.419
O 0.667 3.373 -1.301 -0.385
O 1.801 -0.928 -1.626 -0.250
O 3.703 -1.992 -1.017 -0.570
O 0.214 2.786 4.902 -0.365
O 0.098 5.415 -0.905 -0.362
O -1.378 4.074 -1.960 -0.580
O 3.595 -0.568 -2.765 -0.307
C -0.975 3.308 1.669 0.298
C 4.988 -0.804 -3.000 -0.681
C -2.281 2.563 1.510 -1.206
C 0.388 2.053 -1.810 0.382
C -0.302 4.266 -1.453 0.821
C -3.019 -5.131 -1.252 -0.928
C 3.093 -1.235 -1.725 0.741
C -0.859 6.475 -0.990 -0.687
C -2.405 -6.506 0.809 -0.033
C 0.605 1.956 -3.302 -1.437
C -0.091 2.446 3.650 0.715
C -3.229 -6.437 -0.463 -0.475
C 1.397 -0.844 0.798 -0.778
C 0.909 1.773 5.636 -0.636
C 1.102 -1.534 -0.516 -0.290
H -2.540 -5.315 -2.216 0.303
H -0.428 7.299 -0.428 0.238
H -2.202 1.547 1.896 0.303
H 1.160 2.229 6.589 0.215
H -2.543 2.516 0.452 0.361
H -2.671 -5.688 1.486 0.367
H -1.049 4.317 1.268 0.132
H 0.782 -1.284 1.584 0.343
H 0.267 0.907 5.788 0.288
H 5.183 -1.868 -3.115 0.309
H 5.582 -0.415 -2.175 0.298
H 1.809 1.466 5.110 0.300
H -0.105 2.580 -3.844 0.424
H -4.280 -6.531 -0.166 0.304
H 1.354 -2.593 -0.475 0.382
H 1.161 0.219 0.747 0.103
H -0.154 2.796 1.168 0.156
H 0.052 -1.435 -0.785 0.238
H 0.476 0.921 -3.616 0.341
H -3.003 -7.322 -1.070 0.316
H -1.810 6.172 -0.555 0.303
H -2.385 -4.424 -0.706 0.207
H -1.016 6.764 -2.027 0.309
H 1.089 1.413 -1.282 0.057
H -3.082 3.080 2.040 0.351
H 1.620 2.263 -3.556 0.327
H -3.970 -4.629 -1.447 0.335
H 2.443 -0.962 1.073 0.324
H -0.564 -6.114 -0.741 0.034
H -0.629 1.776 -1.530 0.226
H 5.220 -0.271 -3.917 0.211
```

Values from the calculation:
Net charge: 0
Frontier orbital gap: 10.34 eV
LUMO energy: 0.5 eV
Total energy: -59014.972 eV
F_max: 1.302 eV Å⁻¹
SMILES: CC[C@@H](F)PCl.CCOC(=O)OC.CCOC(=O)OC.CCOC(=O)OC